# 1
{
  "formula": "C2H20ClO8",
  "method": "ωB97M-V/def2-TZVPD",
  "spin_multiplicity": 1,
  "gap_ev": 9.5,
  "total_energy_ha": -1150.09146,
  "max_force_ev_per_a": 4.2,
  "e_above_lowest_kcal_mol": 139.0,
  "charge": -1,
  "homo_energy_ev": -6.2,
  "species": ["Cl", "C", "O", "H", "H", "H", "H", "C", "O", "H", "H", "H", "H", "O", "H", "H", "O", "H", "H", "O", "H", "H", "O", "H", "H", "O", "H", "H", "O", "H", "H"],
  "coordinates": [[0.09212, -0.10739, 0.22916], [-1.69880, -2.41512, 1.27807], [-1.39322, -1.22410, 1.95054], [-2.34928, -2.94360, 1.97498], [-2.30637, -2.25912, 0.38665], [-0.82983, -3.03746, 1.06436], [-0.75377, -0.68161, 1.48320], [-0.05148, 2.95211, 1.28722], [0.45868, 1.70314, 1.76725], [0.72425, 3.45245, 0.70756], [-0.88956, 2.79918, 0.60728], [-0.39335, 3.55889, 2.12570], [0.17267, 0.95742, 1.23462], [2.14304, -0.48242, -1.27527], [2.39722, 0.33201, -1.70924], [1.52715, -0.20985, -0.59511], [2.07177, -2.04868, 0.79126], [1.57978, -2.82075, 1.07068], [1.40247, -1.38503, 0.62443], [0.43976, -1.98491, -1.34520], [-0.34631, -2.52107, -1.44944], [0.18025, -1.29464, -0.73493], [-1.08495, 1.93260, -1.20916], [-0.81894, 1.27582, -0.56566], [-0.54437, 1.74861, -1.97738], [1.43698, 2.08336, -0.55578], [0.88747, 2.48247, -1.23032], [0.95099, 1.30657, -0.27894], [-1.35313, -0.47699, -2.03127], [-1.11062, -0.36794, -1.11174], [-0.54060, -0.32387, -2.51354]],
  "forces_ev_per_a": [[-1.8, -0.7, 0.5], [-0.5, 0.2, 0.7], [-1.4, -0.8, 1.8], [0.1, -0.4, -0.1], [0.2, 0.1, -0.4], [0.1, 0.0, -0.2], [-0.7, -0.7, 0.9], [-0.1, -0.4, 0.6], [0.3, 3.1, 2.7], [-0.2, 0.3, 0.5], [0.0, 0.3, 0.4], [0.1, 0.0, 0.2], [-0.1, 2.2, 2.0], [2.4, 0.4, -1.7], [0.2, 0.4, 0.2], [1.7, 0.1, -0.9], [1.0, -0.7, 1.1], [-0.1, -0.1, 0.0], [0.5, -0.6, 0.4], [0.2, -3.8, -1.8], [-0.3, -0.1, -0.1], [0.0, -2.0, -1.3], [-1.0, 1.8, -1.0], [-0.4, 0.3, -0.2], [-0.4, -0.3, -0.3], [2.2, 1.0, -1.7], [0.0, 0.3, 0.2], [0.6, 0.9, -0.2], [-2.0, 0.0, -1.7], [-0.7, -0.1, -0.6], [0.3, -0.5, 0.0]]
}

***

# 2
{
  "formula": "C2H20N4O8",
  "method": "ωB97M-V/def2-TZVPD",
  "spin_multiplicity": 1,
  "gap_ev": 9.7,
  "total_energy_ha": -909.21399,
  "smiles": "NC(N)=O.NC(N)=O.O.O.O.O.O.O",
  "max_force_ev_per_a": 2.3,
  "e_above_lowest_kcal_mol": 20.0,
  "homo_energy_ev": -9.8,
  "species": ["N", "C", "N", "O", "H", "H", "H", "H", "N", "C", "N", "O", "H", "H", "H", "H", "O", "H", "H", "O", "H", "H", "O", "H", "H", "O", "H", "H", "O", "H", "H", "O", "H", "H"],
  "coordinates": [[-1.43913, 3.07481, 0.63193], [-1.31850, 4.15616, 1.44124], [-2.06422, 4.16103, 2.57665], [-0.60068, 5.11438, 1.14887], [-1.96162, 2.28890, 0.97722], [-0.90921, 2.94743, -0.20611], [-2.66819, 3.38948, 2.78863], [-2.00041, 4.97095, 3.16085], [3.35349, -2.35208, -0.07359], [2.01412, -2.33219, 0.17870], [1.64226, -2.38365, 1.48598], [1.18578, -2.41259, -0.73381], [4.03277, -2.36641, 0.66228], [3.62533, -2.59620, -1.00842], [2.37133, -2.29940, 2.16755], [0.66233, -2.44672, 1.68590], [-2.41376, -1.16387, -2.24089], [-3.36193, -1.22909, -2.09166], [-2.08344, -0.60151, -1.52832], [-0.56723, -0.00026, -0.34541], [-0.08647, -0.84624, -0.34441], [0.11968, 0.64932, -0.14415], [-0.22156, 0.11824, -3.84087], [0.56318, 0.42842, -4.30381], [-0.41378, 0.80545, -3.19589], [-0.01449, -3.57714, -2.95754], [0.38134, -3.31103, -2.10764], [0.35335, -4.44656, -3.14028], [-1.41345, -0.82536, 2.72540], [-1.82944, -1.61722, 2.36976], [-1.35832, -0.23090, 1.96520], [1.77656, 1.56127, 0.65259], [2.10084, 1.65881, 1.55319], [2.54350, 1.71377, 0.09086]],
  "forces_ev_per_a": [[-0.8, -0.9, 0.6], [1.2, 1.7, -0.8], [-0.2, -0.6, -0.1], [-0.3, -0.6, 0.2], [0.1, -0.1, -0.3], [0.2, 0.3, 0.0], [-0.1, 0.2, 0.3], [-0.1, 0.0, 0.1], [-0.1, 0.4, 0.0], [-0.6, -1.3, -0.4], [0.8, 0.4, -0.7], [0.3, 0.6, 0.6], [0.1, -0.1, 0.0], [0.1, 0.1, 0.0], [-0.5, 0.0, 0.5], [0.0, 0.2, 0.4], [-0.3, 0.1, 0.2], [0.0, 0.0, 0.0], [0.2, 0.0, -0.1], [0.0, 0.0, 0.4], [-0.1, 0.0, -0.4], [0.1, 0.0, 0.1], [0.2, 0.1, -0.1], [0.0, 0.0, 0.0], [-0.1, -0.1, 0.1], [0.2, -0.2, 0.2], [-0.2, 0.1, -0.4], [0.0, 0.0, 0.0], [0.1, 0.0, -0.1], [-0.1, 0.0, 0.0], [0.1, -0.1, -0.1], [0.1, -0.1, -0.1], [-0.1, 0.1, 0.0], [0.0, 0.0, 0.0]]
}

***

# 3
{
  "formula": "C2H21FHfO9",
  "method": "ωB97M-V/def2-TZVPD",
  "spin_multiplicity": 1,
  "gap_ev": 3.9,
  "total_energy_ha": -913.06136,
  "max_force_ev_per_a": 13.1,
  "e_above_lowest_kcal_mol": 0.0,
  "charge": 2,
  "homo_energy_ev": -15.9,
  "species": ["Hf", "F", "C", "C", "O", "H", "H", "H", "H", "H", "O", "H", "H", "O", "H", "H", "O", "H", "H", "O", "H", "H", "O", "H", "H", "O", "H", "H", "O", "H", "H", "O", "H", "H"],
  "coordinates": [[1.22232, -20.94232, 2.08387], [3.42476, -20.61833, 2.05536], [2.80951, -17.18838, 2.03415], [1.81675, -17.61905, 3.11079], [1.11158, -18.79449, 2.73692], [3.26082, -16.24565, 2.34138], [2.34043, -17.11884, 1.05773], [3.61420, -17.92588, 2.04500], [1.06480, -16.83588, 3.24906], [2.32642, -17.83697, 4.05374], [-1.70218, -17.74876, 1.83811], [-1.64961, -18.32853, 1.07270], [-0.80824, -17.71828, 2.18996], [5.56676, -19.09160, 3.82819], [5.23701, -19.55164, 4.60483], [5.00144, -19.39187, 3.10815], [5.80922, -16.44572, 3.56265], [6.07690, -17.37085, 3.46123], [4.90569, -16.42766, 3.24609], [0.18274, -19.13256, 5.94767], [0.17271, -18.50359, 5.21692], [0.40948, -18.59662, 6.71856], [5.44979, -19.74832, 0.09263], [4.92040, -20.10449, 0.81139], [6.03314, -19.10590, 0.51247], [1.99570, -19.39039, 0.05402], [1.39528, -18.96647, -0.57451], [2.84955, -18.94001, -0.06610], [2.11476, -20.66158, 4.34898], [1.71022, -20.00090, 4.96115], [2.78091, -21.12721, 4.87573], [3.79908, -15.08157, 5.16032], [3.86459, -15.03591, 6.11880], [4.36630, -15.81937, 4.90914]],
  "forces_ev_per_a": [[7.6, 10.2, 3.1], [-4.7, -1.6, -0.3], [0.2, -0.6, 0.8], [0.6, 0.5, -0.4], [-1.5, -6.4, -2.0], [-0.3, 0.2, -0.2], [0.0, 0.3, 0.1], [0.0, 0.0, -0.4], [-0.1, -0.1, 0.2], [0.0, 0.2, 0.0], [0.1, -0.4, 0.1], [-0.2, 0.2, -0.2], [0.0, 0.1, 0.0], [-0.4, -0.5, -0.2], [0.3, 0.0, 0.2], [0.1, -0.2, 0.0], [0.1, 0.1, 0.0], [0.0, 0.3, 0.3], [0.1, 0.1, -0.3], [0.9, -0.2, -0.7], [-0.4, 0.3, 0.2], [-0.1, -0.1, 0.2], [-0.5, 0.3, 0.1], [0.2, -0.3, 0.1], [0.2, 0.0, -0.2], [-1.1, -1.1, 0.4], [-0.1, -0.1, -0.1], [0.4, -0.5, 0.3], [-0.8, -0.5, -0.9], [-0.7, -0.1, 0.1], [0.0, -0.4, -0.2], [-0.5, -0.4, -0.1], [0.0, 0.2, 0.0], [0.5, 0.2, 0.2]]
}